(1)
C27H26N3O7PTi | ωB97M-V/def2-TZVPD

2S+1: 3
HOMO energy (spin up / spin down) (eV): -5.731 / -8.390
Orbital gap (spin up / spin down) (hartree): 0.216 / 0.312
Molecular weight (g/mol): 583.36
Energy above the lowest of the compared OMol25 structures with the same formula, charge and spin (kcal per mole): 19.13
Expectation value of S²: 2.012
Maximum force (hartree/bohr): 0.0318
DFT total energy (hartree): -2926.4005

XYZ file:
```
65
Properties=species:S:1:pos:R:3:forces:R:3:lowdin_spin:R:1
Ti 0.334441 -0.550215 0.937394 0.0 0.5 -1.5 1.540
O 1.986665 -0.436219 -1.241311 0.2 0.3 0.0 0.031
C 1.984923 0.508330 -0.451354 0.3 -0.2 0.7 0.016
O 2.150599 0.345169 0.853043 0.8 0.4 -1.0 0.040
C 1.557212 1.911098 -0.837407 0.0 -0.1 0.1 0.003
P 0.192086 2.238453 0.388687 0.3 0.2 0.1 0.006
C 0.982516 3.493959 1.463356 -0.1 0.1 0.0 0.002
C 1.430011 3.126248 2.726983 0.0 0.0 0.1 0.000
C 2.057832 4.051665 3.556441 0.0 0.0 -0.1 0.000
C 2.247639 5.355123 3.123044 0.0 0.0 0.0 0.000
C 1.808262 5.733712 1.857856 0.0 -0.1 0.0 0.000
C 1.179688 4.808954 1.037585 0.0 0.1 0.0 0.000
C -1.077048 3.202039 -0.493442 -0.1 0.0 -0.1 -0.001
C -1.363203 2.984104 -1.840772 -0.1 0.1 0.0 0.000
C -2.422451 3.643313 -2.456771 0.0 0.0 0.1 0.000
C -3.217181 4.516215 -1.728789 0.0 0.0 0.0 0.000
C -2.956310 4.719697 -0.378428 0.0 -0.1 0.0 0.000
C -1.901430 4.061575 0.237001 0.0 0.0 0.0 0.000
H 1.237008 1.930005 -1.870648 0.0 0.1 -0.1 0.000
H 2.357457 2.628575 -0.667130 0.1 0.0 -0.1 0.001
H 1.298166 2.106257 3.065505 0.0 0.0 0.0 0.000
H 2.390984 3.750850 4.542936 0.0 0.0 0.0 0.000
H 2.733472 6.078547 3.767128 0.0 0.0 0.0 0.000
H 1.953163 6.750833 1.513752 0.0 0.0 0.0 0.000
H 0.829577 5.117959 0.058002 0.0 0.0 0.0 0.000
H -0.764193 2.296989 -2.422717 0.0 0.0 0.0 0.000
H -2.623896 3.471723 -3.507341 0.0 0.0 0.0 0.000
H -4.040609 5.031762 -2.207797 0.0 0.0 0.0 0.000
H -3.579319 5.389638 0.200824 0.0 0.0 0.0 0.000
H -1.718010 4.219121 1.295358 0.0 0.0 -0.1 0.000
O -0.821837 -0.423213 -1.006221 -0.4 -0.3 -0.1 0.018
C -1.033355 -1.589783 -1.833597 0.2 0.4 0.2 0.004
C -1.958322 -2.599388 -1.195022 0.0 -0.2 0.0 0.002
C -1.496897 -3.179323 0.160358 0.0 0.1 0.0 0.006
C -0.027345 -3.493875 0.216272 0.0 0.0 -0.2 0.040
C 0.455545 -4.712824 -0.242530 -0.3 0.1 0.0 -0.005
C 1.814372 -4.946765 -0.297404 0.1 -0.3 -0.1 0.046
C 2.669130 -3.956753 0.143493 0.1 0.2 0.2 -0.003
C 2.129706 -2.779483 0.618699 0.1 -0.2 0.1 0.045
N 0.806333 -2.521540 0.641659 0.4 -1.6 -0.3 0.013
H -1.675547 -0.102943 -0.670458 0.1 0.0 0.0 0.001
H -0.036927 -1.990513 -1.997129 0.1 0.0 0.0 0.000
H -1.427137 -1.275192 -2.796788 -0.1 0.1 -0.1 0.000
H -2.087418 -3.406583 -1.921969 0.0 0.0 0.0 0.000
H -2.944373 -2.146299 -1.054777 0.0 -0.1 0.0 0.000
H -2.051606 -4.096927 0.351583 -0.1 0.0 0.0 0.000
H -1.755355 -2.479850 0.953685 0.1 0.0 0.1 0.001
H -0.255983 -5.463671 -0.565628 0.0 0.0 0.0 -0.001
H 2.199887 -5.885928 -0.676772 0.0 0.0 0.0 0.003
H 3.743913 -4.080198 0.129084 -0.1 0.0 0.0 -0.001
H 2.769207 -1.990381 0.981982 0.0 0.2 -0.1 0.003
O -1.914160 1.636994 5.678673 0.0 -0.1 -0.1 0.000
C -0.779235 1.035085 5.999707 0.1 0.1 -0.3 0.000
O -0.287686 1.125208 7.095290 0.0 -0.1 0.1 0.000
C -0.072387 0.268141 4.925769 -0.5 0.4 0.2 0.007
C 1.145818 -0.320500 5.113759 0.4 -0.2 0.1 0.028
N 1.503332 -0.868193 3.936891 0.7 -0.2 0.1 0.016
N 0.599431 -0.670283 2.985498 -0.2 0.5 1.1 0.019
C -0.375931 0.019799 3.574136 -0.6 -0.1 0.0 0.048
C -1.575801 0.294299 2.723793 0.1 -0.4 -0.3 0.026
O -2.511786 0.966161 3.124185 -0.3 0.5 0.6 0.034
O -1.495213 -0.255388 1.561594 -1.3 0.2 0.8 0.004
H -2.180386 1.473860 4.734683 0.0 -0.1 0.0 0.000
H 1.755701 -0.386097 6.001050 0.0 0.0 -0.1 0.002
H 2.381761 -1.298834 3.693663 -0.1 0.0 0.1 0.001
```
Positions in Å, forces in eV/Å.


(2)
C12H30BFInN3O2P | ωB97M-V/def2-TZVPD

2S+1: 1
HOMO energy (eV): -3.703
Orbital gap (hartree): 0.237
Charge: -1
Molecular weight (g/mol): 423.99
Maximum force (hartree/bohr): 0.1073
DFT total energy (hartree): -1445.9910

XYZ file:
```
51
Properties=species:S:1:pos:R:3:forces:R:3:lowdin_charge:R:1
C -2.297654 2.457096 4.444346 -0.5 -1.4 0.2 -0.169
C -2.553229 1.328089 3.249753 0.8 1.3 -0.1 -0.261
C -1.346302 1.326389 2.104626 -0.5 1.0 1.5 -0.337
F -1.775179 2.317306 1.072395 0.5 -0.8 1.3 -0.226
In -1.028901 -0.701573 1.147990 -0.2 0.0 0.4 0.548
C 0.853713 -1.590462 2.036136 1.1 -0.6 0.6 -0.327
C 2.139588 -1.667359 1.022952 1.3 -0.4 2.0 -0.304
C 3.056474 -0.290572 1.189627 0.3 0.1 -1.4 -0.193
C 3.009404 0.529688 -0.255754 -1.1 0.3 1.7 -0.234
N 3.802099 -0.239395 -1.311818 -0.3 3.0 -2.0 -0.002
C 4.108559 0.652742 -2.510901 -1.8 -1.1 -4.4 -0.365
N 3.728561 0.276392 -3.803754 1.5 1.1 5.2 0.043
N 4.856315 1.992024 -2.391396 -0.5 -1.5 -0.1 0.008
B -2.764964 -2.038887 1.894562 -1.2 -1.0 0.2 -0.533
O -4.136506 -1.883576 1.367907 1.1 -0.3 2.9 -0.053
O -2.461781 -3.056542 2.961468 -1.2 3.1 0.3 -0.081
P -1.142459 -0.724291 -1.384278 -0.6 0.3 -1.0 0.725
C -2.908879 -1.298033 -1.973100 -0.4 -0.3 -0.8 -0.507
C -2.702405 -2.312691 -3.275423 -0.8 0.9 1.2 -0.236
C -0.977949 1.039265 -2.143859 -0.7 0.7 -1.6 -0.504
C 0.490553 1.186078 -2.885549 0.3 -0.2 1.4 -0.234
H -1.870382 3.470174 4.034719 -0.9 -2.0 0.9 0.076
H -1.562692 1.934033 5.215300 -1.3 1.5 -1.5 0.071
H -3.338766 2.586439 5.005341 2.3 0.1 -1.1 0.067
H -2.629621 0.291833 3.809776 -0.1 2.0 -1.4 0.090
H -3.530442 1.643294 2.686307 1.7 -1.0 1.0 0.111
H -0.373210 1.782048 2.608401 -1.9 -0.7 -1.0 0.083
H 1.148166 -0.919901 2.962474 -0.4 -1.3 -1.7 0.032
H 0.626499 -2.667350 2.487271 0.4 2.2 -1.1 0.046
H 2.835621 -2.546215 1.433834 -1.4 1.7 -1.1 0.097
H 1.885929 -1.928243 -0.089067 0.3 0.7 2.0 0.083
H 4.199730 -0.529628 1.374411 -2.3 0.3 -0.3 0.104
H 2.664792 0.378095 2.087549 0.7 -1.4 -2.1 0.107
H 1.855324 0.622870 -0.518826 2.4 -0.2 0.3 0.102
H 3.407804 1.624039 -0.122943 -0.4 -2.2 -0.5 0.116
H 3.266648 -1.085261 -1.626845 0.7 1.3 0.1 0.107
H 4.020347 1.007625 -4.495316 -0.1 -0.7 1.1 0.020
H 4.246469 2.780729 -2.720681 0.6 -1.3 0.4 0.074
H 5.645362 1.890411 -3.079159 -1.2 0.3 1.0 0.067
H -4.801052 -1.912276 2.136337 1.3 -0.4 -1.6 0.102
H -2.291323 -2.465377 3.775817 0.0 -1.5 -1.8 0.090
H -3.536544 -0.347866 -2.331300 1.2 -2.1 1.0 0.076
H -3.459380 -1.924921 -1.152349 0.9 1.5 -1.4 0.051
H -2.174067 -3.272038 -2.845030 -1.0 1.9 -1.3 0.066
H -2.060650 -1.725262 -4.065600 -1.2 -1.5 1.4 0.060
H -3.808623 -2.542178 -3.657963 2.5 0.2 0.5 0.066
H -1.783505 1.111168 -3.022035 1.5 -0.2 1.9 0.067
H -1.232898 1.906400 -1.400530 0.7 -1.6 -1.4 0.056
H 1.039409 2.112642 -2.388816 -1.0 -1.7 -1.4 0.066
H 0.427679 1.246758 -4.053268 0.1 0.0 2.3 0.067
H 1.132793 0.237796 -2.591813 -1.3 2.0 -0.9 0.019
```
Positions in Å, forces in eV/Å.


(3)
C3H6ClFO2 | ωB97M-V/def2-TZVPD

2S+1: 1
HOMO energy (eV): -10.297
Orbital gap (hartree): 0.387
Molecular weight (g/mol): 128.53
Energy above the lowest of the compared OMol25 structures with the same formula, charge and spin (kcal per mole): 71.92
Maximum force (hartree/bohr): 0.1470
DFT total energy (hartree): -828.3174

XYZ file:
```
13
Properties=species:S:1:pos:R:3:forces:R:3:nbo_charge:R:1
C -1.304841 -0.996795 0.304476 2.4 0.6 -1.9 -0.104
C -0.517335 0.276684 -0.199194 -0.6 -0.5 1.8 0.015
C 0.866209 0.385500 0.351497 -0.3 2.2 0.2 0.150
H -2.998821 0.088665 0.320974 1.5 -2.6 -2.2 0.493
H -1.026016 -1.355229 1.397123 -1.6 1.1 -1.8 0.185
H -0.746302 -1.708006 -0.349917 -1.4 -0.4 0.6 0.195
H -0.267860 0.218400 -1.221502 -0.6 -0.4 -1.8 0.172
H -0.521183 2.304257 0.387074 -4.1 -4.0 -1.6 0.468
H 0.864150 0.617098 1.393187 0.3 -0.5 1.0 0.186
O -2.587870 -0.691957 -0.280142 -1.2 0.7 3.7 -0.702
O -1.400971 1.346291 0.051327 5.1 5.2 2.0 -0.698
F 1.448039 1.613734 -0.165459 -0.3 -1.6 0.0 -0.377
Cl 1.724130 -1.053871 -0.079292 0.8 0.1 0.0 0.016
```
Positions in Å, forces in eV/Å.


(4)
C6H9BrO | ωB97M-V/def2-TZVPD

2S+1: 1
HOMO energy (eV): -9.091
Orbital gap (hartree): 0.361
Molecular weight (g/mol): 177.04
Energy above the lowest of the compared OMol25 structures with the same formula, charge and spin (kcal per mole): 96.10
Maximum force (hartree/bohr): 0.0958
DFT total energy (hartree): -2883.0751

XYZ file:
```
17
Properties=species:S:1:pos:R:3:forces:R:3:nbo_charge:R:1
C 1.824169 2.124741 -0.550812 0.2 3.2 -0.7 -0.513
C 0.083563 -1.537646 -0.229675 2.8 -0.4 -0.7 -0.292
C -0.037293 -0.241559 -0.404652 2.8 2.3 1.2 0.397
C 1.760176 0.908345 -0.071668 -2.5 -2.6 -1.2 -0.146
C -1.019957 -2.518090 -0.200010 2.3 0.3 -1.1 -0.635
C -1.473325 1.251954 0.596700 3.2 2.9 2.4 -0.250
O -1.132034 0.537042 -0.543675 0.9 -0.2 -1.5 -0.525
Br 3.251114 -0.143384 0.520597 -0.8 0.6 0.1 0.057
H 2.644622 2.938393 -0.387691 -1.0 -2.1 -0.3 0.223
H 0.993666 2.599875 -1.179737 0.8 -1.1 1.3 0.228
H 1.150301 -2.007156 -0.171618 -1.9 1.3 0.0 0.234
H -0.807115 -3.291669 -0.927018 -0.8 0.1 -0.7 0.226
H -0.832832 -2.990687 0.687875 -0.2 -1.5 2.6 0.218
H -1.891965 -1.974062 -0.163720 -2.5 0.4 -0.5 0.218
H -0.478646 1.609979 1.216183 -2.2 -0.6 -1.8 0.185
H -1.892191 0.592767 1.248751 -1.5 -1.9 2.0 0.169
H -2.142246 2.141161 0.560176 0.5 -0.7 -1.2 0.204
```
Positions in Å, forces in eV/Å.